DFT (ωB97M-V/def2-TZVPD) results for a molecular structure, C3H9N3.

```
15
Properties=species:S:1:pos:R:3:forces:R:3
C 2.216281 0.196922 0.094707 -0.3 -1.2 2.3
C 0.793998 -0.590832 -0.105139 4.5 0.1 3.0
C -1.464626 -0.484770 0.027239 -5.5 -2.0 1.0
H 2.928228 -0.687957 -0.181243 -0.7 2.3 0.2
H 2.548279 0.433876 1.445273 -1.4 -0.6 -4.5
H 2.229769 1.156609 -0.539765 0.4 -1.6 1.2
H 0.820635 -1.038455 -1.037034 -0.2 -0.1 -2.5
H 1.101699 -1.689859 0.489063 -2.1 3.3 -0.4
H -0.811130 2.082143 0.853847 0.6 -1.0 -3.6
H -1.893000 1.294784 -0.582420 2.9 1.9 1.4
H -1.378195 -1.551546 -0.216416 0.6 0.3 0.1
H -3.379058 -0.982891 -0.421515 2.1 3.7 3.0
N -0.407809 0.230249 0.116714 2.5 0.2 0.1
N -0.569118 1.682060 -0.211637 -3.9 -1.9 3.0
N -2.735957 -0.050331 0.268326 0.4 -3.4 -4.4
```
Forces are in eV/Å.

## Properties
**Energy relative to the best compared isomer or geometry (same formula, charge and spin)**: 7.7255 eV
**HOMO-LUMO gap**: 0.346 hartree